# C38H20IrN8O4PS7Se

A structure of composition C38H20IrN8O4PS7Se at a distorted geometry (wB97M-V/def2-TZVPD, OMol25).

Calculated values
Total charge: -1
Orbital gap (spin up / spin down): 4.835 / 3.889 eV
Spin multiplicity: 2
ΔE to the lowest compared entry with this formula, charge and spin: 248.88 kJ/mol
Max |F|: 5.2 eV Å⁻¹
Calculated total energy: -213163.915 eV
HOMO (spin up / spin down): -0.1759 / -0.1696 Eh

Cartesian coordinates (Å):
Ir 0.03378 -0.40317 -0.65613
Se 2.64898 -4.31389 5.68517
N 1.94661 -2.69869 5.45482
C 1.65606 -2.54633 4.17276
C 1.08790 -1.35906 3.61656
C 0.78784 -0.22888 4.37467
C 0.25171 0.87950 3.75402
C 0.05694 0.84107 2.37350
N 0.34252 -0.21001 1.64383
C 0.82695 -1.32860 2.21863
C 1.05129 -2.47079 1.39661
N 0.71647 -2.41355 0.08546
C 0.90366 -3.45881 -0.68804
C 1.46722 -4.64741 -0.22787
C 1.83852 -4.73924 1.09759
C 1.62669 -3.65172 1.94252
C 1.94970 -3.67121 3.33706
N 2.49193 -4.70745 3.95799
H 0.97930 -0.25352 5.43644
H -0.01193 1.76830 4.30350
H -0.35681 1.69460 1.85461
H 0.58517 -3.35834 -1.71547
H 1.60439 -5.47348 -0.90422
H 2.28982 -5.63381 1.49901
S -2.85601 4.32272 -5.64163
C -2.21158 3.26091 -4.56791
S -1.53682 3.75009 -3.03578
C -1.06958 2.15663 -2.47920
C -1.31284 1.10539 -3.35023
S -0.89150 -0.52094 -3.13543
S -2.12404 1.54002 -4.84324
S -0.38131 2.07874 -0.93607
O -2.02168 -2.80833 -0.50786
C -2.31600 -1.82200 0.15436
O -1.83730 -0.64453 -0.05100
C -3.25904 -1.92721 1.31813
C -3.44254 -0.85189 2.18732
C -4.19878 -1.00476 3.32910
C -4.77937 -2.24302 3.61058
C -4.62406 -3.31608 2.73202
C -3.86840 -3.15123 1.59302
N -5.53672 -2.41646 4.80277
O -5.68980 -1.44203 5.53395
O -5.99412 -3.52925 5.04273
H -2.97745 0.09519 1.95345
H -4.34609 -0.18705 4.01962
H -5.10062 -4.25585 2.96553
H -3.71646 -3.96305 0.89928
N 1.78956 -0.22232 -1.23039
C 2.88402 -0.27018 -1.64466
C 4.15167 -0.34110 -2.12157
C 4.90860 -1.51009 -1.97312
N 5.54071 -2.46858 -1.90607
C 4.74158 0.71766 -2.82248
N 5.24928 1.54763 -3.43355
S 3.49344 3.93855 3.54399
P 2.32645 4.18566 1.95280
S 2.42953 2.52702 0.84658
C 2.78390 5.67700 0.99055
C 2.83593 5.65730 -0.39511
C 3.19296 6.80675 -1.07867
C 3.49713 7.96221 -0.37833
C 3.43456 7.98100 1.00603
C 3.07101 6.83981 1.69401
C 0.60887 4.56760 2.45459
C 0.25605 4.67932 3.79131
C -1.04962 4.99629 4.12414
C -1.99031 5.19620 3.12782
C -1.63379 5.07521 1.79402
C -0.33192 4.76542 1.45221
H 2.60865 4.74450 -0.92974
H 3.23985 6.79328 -2.15791
H 3.78651 8.85441 -0.91177
H 3.67232 8.88080 1.55406
H 3.02135 6.83571 2.77498
H 1.00191 4.51712 4.55918
H -1.33194 5.08538 5.16277
H -3.00557 5.45125 3.39058
H -2.36958 5.21917 1.01846
H -0.04234 4.65954 0.41563

***

# C25H31CoN8O3S

A structure of composition C25H31CoN8O3S at a distorted geometry (wB97M-V/def2-TZVPD, OMol25).

Calculated values
Total charge: +2
Orbital gap (spin up / spin down): 5.150 / 6.310 eV
Spin multiplicity: 1
Max |F|: 3.2 eV Å⁻¹
Calculated total energy: -92936.969 eV
HOMO (spin up / spin down): -0.4667 / -0.4689 Eh

Cartesian coordinates (Å):
Co -0.00109 0.23580 -0.05355
C -1.09534 0.42785 4.10496
C -0.33678 0.09773 2.97655
N -0.32859 0.84068 1.88919
C -1.05102 1.98895 1.86167
C -1.84826 2.39606 2.94839
C -1.87295 1.55630 4.08244
C -2.55350 3.61516 2.84976
C -2.43136 4.38108 1.72083
C -1.63114 3.97863 0.63920
C -0.92999 2.78698 0.68850
N -0.08712 2.21930 -0.22791
C 0.77572 2.77487 -1.12963
C 0.74041 4.00749 -1.75885
C 1.76393 4.38621 -2.64509
C 2.84769 3.58260 -2.87926
C 2.95296 2.33966 -2.21545
C 4.06881 1.47827 -2.31412
C 4.07400 0.29366 -1.62330
C 2.94658 -0.06149 -0.87045
N 1.89737 0.72677 -0.75560
C 1.89280 1.92764 -1.38533
H -1.05812 -0.20784 4.97746
H 0.25845 -0.80549 2.96327
H -2.50350 1.81857 4.92251
H -3.17201 3.93839 3.67625
H -2.96412 5.31954 1.64962
H -1.59168 4.60765 -0.23571
H -0.07683 4.68999 -1.59177
H 1.68937 5.34414 -3.14147
H 3.63391 3.88684 -3.55716
H 4.91059 1.76823 -2.93023
H 4.92671 -0.36869 -1.65478
H 2.90392 -1.00580 -0.34248
N -0.22064 0.23697 -2.37919
N -1.46491 0.76388 -2.75333
C -2.48065 0.61858 -1.89318
N -3.70637 0.99423 -2.21028
N -2.07189 0.09719 -0.73514
N -2.94291 -0.38649 0.20745
O -2.41563 -0.94775 1.15323
O -4.15091 -0.29421 0.06029
H 0.52153 0.79091 -2.79054
H -0.13140 -0.72593 -2.69722
H -1.63057 1.07183 -3.69879
H -3.93285 1.37238 -3.11605
H -4.44956 0.75964 -1.56747
C 3.00940 -2.71486 2.65512
C 2.24414 -3.98981 2.29299
C 1.56250 -3.87845 0.92937
S 0.11603 -2.76442 1.10353
O 0.36348 -1.70596 0.02073
C -1.25571 -3.81905 0.48614
C -1.62730 -3.54486 -0.96332
C -0.73508 -4.27955 -1.96111
H 3.17701 -2.65297 3.72868
H 2.45908 -1.81935 2.34783
H 3.98401 -2.69902 2.16693
H 1.48587 -4.19695 3.05221
H 2.92416 -4.84140 2.28464
H 1.23376 -4.84570 0.55470
H 2.20928 -3.40269 0.19211
H -2.08358 -3.58991 1.15668
H -0.96075 -4.85699 0.63933
H -1.56675 -2.46944 -1.14380
H -2.66682 -3.84312 -1.10630
H 0.30497 -3.95894 -1.87304
H -1.06847 -4.08648 -2.98062
H -0.78225 -5.35697 -1.80099

***

# C38H45N2OPSiV

A structure of composition C38H45N2OPSiV at a distorted geometry (wB97M-V/def2-TZVPD, OMol25).

Calculated values
Orbital gap (spin up / spin down): 7.527 / 8.462 eV
Spin multiplicity: 4
ΔE to the lowest compared entry with this formula, charge and spin: 164.69 kJ/mol
Max |F|: 1.6 eV Å⁻¹
Calculated total energy: -88015.637 eV
HOMO (spin up / spin down): -0.2565 / -0.2936 Eh

Cartesian coordinates (Å):
V 0.26036 -0.84534 1.18102
C 2.49949 -1.41295 2.56663
C 3.33529 -0.15713 2.26627
C 3.27545 0.80175 3.45677
C 2.97902 0.43639 0.89455
C 3.45994 1.85018 0.58700
O 2.62188 2.26657 -0.49336
C 1.33779 1.79931 -0.19902
N 1.52473 0.54109 0.61436
C 0.48474 1.74145 -1.45542
C 0.90649 2.52810 -2.52499
C 0.09133 2.74408 -3.62666
C -1.17257 2.18034 -3.66548
C -1.58797 1.37325 -2.61741
C -0.78354 1.12448 -1.50513
P -1.43996 -0.04617 -0.20714
C -2.83730 0.87213 0.54607
C -2.70100 1.30784 1.86500
C -3.72796 2.01032 2.48714
C -4.89903 2.28371 1.79546
C -5.04916 1.83946 0.48555
C -4.02782 1.13085 -0.13009
C -2.27822 -1.32966 -1.21862
C -3.32146 -2.05689 -0.64832
C -3.87148 -3.14511 -1.31133
C -3.37971 -3.52645 -2.55331
C -2.33501 -2.81471 -3.12532
C -1.78750 -1.72517 -2.46034
H 2.84423 -1.89993 3.47748
H 2.53127 -2.14598 1.75768
H 1.45113 -1.13519 2.80766
H 4.37344 -0.48724 2.16305
H 2.26434 1.17125 3.62491
H 3.93804 1.65968 3.32873
H 3.60149 0.27224 4.35506
H 3.37511 -0.23988 0.13455
H 4.49230 1.89320 0.25117
H 3.32246 2.51529 1.43982
H 1.88363 2.98761 -2.47545
H 0.44262 3.36227 -4.44459
H -1.83189 2.35709 -4.50655
H -2.56337 0.90854 -2.67908
H -1.77989 1.10445 2.39865
H -3.60848 2.34451 3.51178
H -5.69915 2.83426 2.27551
H -5.96675 2.03862 -0.05509
H -4.17247 0.76563 -1.14009
H -3.70516 -1.78029 0.32816
H -4.67860 -3.70162 -0.85105
H -3.80573 -4.37795 -3.06981
H -1.93680 -3.11082 -4.08872
H -0.96266 -1.18964 -2.91378
C -1.66542 4.33143 0.15980
Si -0.14834 4.07585 1.20161
C -0.51598 4.34073 2.99605
C 1.14742 5.26558 0.60744
C 0.56183 2.37782 0.98435
C 0.62963 1.21362 1.68379
H -1.95217 5.38930 0.16602
H -2.51621 3.74044 0.50896
H -1.45887 4.04359 -0.87827
H -0.90078 5.34877 3.18130
H 0.39020 4.20047 3.59285
H -1.26395 3.62158 3.34638
H 0.80359 6.29673 0.74035
H 1.34420 5.10693 -0.45834
H 2.09462 5.14582 1.14169
C 3.60664 -3.61215 -0.65088
N 2.73891 -3.59911 -1.81036
C 3.41544 -3.02081 -2.95281
C 1.49222 -2.89858 -1.54033
C 0.61523 -3.54607 -0.49356
C 0.37742 -4.91817 -0.55598
C -0.45005 -5.53682 0.37450
C -1.05686 -4.77703 1.36696
C -0.82454 -3.40606 1.41018
C 0.02501 -2.74575 0.49711
H 4.49628 -4.21039 -0.85397
H 3.08865 -4.04928 0.20322
H 3.93914 -2.59382 -0.37235
H 4.31002 -3.59672 -3.19372
H 3.72318 -1.97516 -2.77088
H 2.75817 -3.03108 -3.82335
H 0.94155 -2.84264 -2.48501
H 1.68257 -1.85659 -1.23080
H 0.85783 -5.50518 -1.33347
H -0.62407 -6.60571 0.32320
H -1.70879 -5.25049 2.09283
H -1.33968 -2.83879 2.19159

***

# C5H4ClIN2O2S

The molecule C5H4ClIN2O2S at a distorted geometry (wB97M-V/def2-TZVPD, OMol25).

Calculated values
Orbital gap: 8.002 eV
Spin multiplicity: 1
ΔE to the lowest compared entry with this formula, charge and spin: 222.37 kJ/mol
Max |F|: 5.0 eV Å⁻¹
Calculated total energy: -43777.893 eV
HOMO: -0.3036 Eh

Cartesian coordinates (Å):
C 1.17793 -0.59246 -1.18341
C 1.72917 0.58809 -0.84536
C 0.13395 0.02845 1.71389
C -0.91175 -0.93700 -0.26843
C -2.44128 -1.30770 -0.42757
N -0.07259 -0.95765 -1.27608
N -0.59632 -0.61420 0.96844
O 1.39484 2.35195 1.71435
O 0.94634 1.68762 -0.57609
S 0.20822 1.84659 0.86680
Cl 3.43158 0.79990 -0.87753
I -3.54726 0.23442 0.58742
H 2.03964 -1.26575 -1.48201
H -2.70240 -2.19400 0.14432
H -2.70451 -1.43945 -1.46513
H 1.91443 1.77121 2.40639